1.
{"formula": "C2HO3Y", "method": "the ωB97M-V functional and the def2-TZVPD basis", "homo_energy_ev": [-11.91, -11.92], "s_squared": 0.751, "orbital_gap_ev": [5.37, 5.15], "charge": 1, "e_lumo_ev": [-6.543, -6.771], "multiplicity": 2, "symbols": ["C", "O", "C", "O", "O", "Y", "H"], "coordinates": [[1.3423, -0.8283, 0.2899], [-0.0100, -0.5789, 0.5335], [-0.2866, 0.2884, -0.5935], [0.7741, 0.2754, -1.2457], [-1.1201, 1.1628, -0.3134], [-2.0335, 1.3410, 1.7811], [1.3338, -1.6605, -0.4518]], "atomic_forces_ev_per_a": [[0.5, -0.2, -1.2], [-2.8, 0.6, 0.1], [5.4, -1.8, 2.8], [-1.5, 0.3, -0.7], [-3.5, 1.8, 1.2], [1.8, -0.8, -2.6], [0.2, 0.1, 0.4]]}



2.
{"formula": "C2HO4", "method": "the ωB97M-V functional and the def2-TZVPD basis", "homo_energy_ev": -5.03, "orbital_gap_ev": 9.46, "charge": -1, "e_lumo_ev": 4.433, "multiplicity": 1, "symbols": ["C", "C", "O", "O", "O", "O", "H"], "coordinates": [[1.1614, -0.0696, -0.1157], [-1.3547, 0.0941, 0.1485], [-1.6893, -0.9148, 0.6800], [0.4066, 0.4518, 0.7468], [-1.6088, 0.9412, -0.5666], [0.8378, -0.6842, -1.1138], [2.2470, 0.1814, 0.2209]], "atomic_forces_ev_per_a": [[1.4, 0.8, 0.8], [0.4, -3.7, 2.4], [0.2, -0.3, 0.6], [-1.0, 0.3, 0.7], [-0.9, 4.1, -3.0], [0.6, -0.4, -0.6], [-0.6, -0.7, -1.0]]}



3.
{"formula": "C2HgO6", "method": "the ωB97M-V functional and the def2-TZVPD basis", "homo_energy_ev": 1.45, "orbital_gap_ev": 5.19, "charge": -2, "e_lumo_ev": 6.643, "multiplicity": 1, "symbols": ["Hg", "C", "O", "O", "O", "C", "O", "O", "O"], "coordinates": [[-0.1636, 0.1623, 0.1031], [1.1871, 0.1140, 2.2159], [1.6214, -0.0375, 0.8885], [-0.2891, 0.2206, 2.1313], [1.7711, 0.2420, 3.2043], [-1.0806, -0.1884, -2.2233], [0.2727, -0.2076, -1.8214], [-1.5162, -0.4227, -3.3221], [-1.8030, 0.1174, -1.1763]], "atomic_forces_ev_per_a": [[-3.9, 1.0, 0.2], [-5.4, 0.1, -7.1], [4.7, -0.3, 6.0], [3.4, -0.2, 3.2], [3.1, 0.2, 4.2], [2.6, 0.4, 2.8], [-1.6, -0.8, -5.4], [-0.3, -0.4, -2.2], [-2.5, 0.0, -1.8]]}



4.
{"formula": "C2I2N2O2", "method": "the ωB97M-V functional and the def2-TZVPD basis", "homo_energy_ev": -9.52, "orbital_gap_ev": 7.30, "e_lumo_ev": -2.217, "multiplicity": 1, "smiles": "O=NC#CN=O.II", "symbols": ["C", "C", "N", "N", "O", "O", "I", "I"], "coordinates": [[0.2455, 0.8627, -0.2566], [-0.4918, -0.2093, 0.0584], [0.5636, 1.7339, -1.0108], [-0.7051, -1.0855, 0.7908], [-1.1278, -2.1735, 1.1032], [1.0881, 2.6825, -1.4305], [-0.6161, 2.0481, 3.1153], [-3.0394, 0.8875, 3.6251]], "atomic_forces_ev_per_a": [[0.8, 2.6, -2.3], [0.4, 0.7, 0.3], [-0.8, -2.8, 3.3], [-1.6, -3.0, -0.7], [0.5, 0.8, 1.0], [0.8, 1.8, -1.5], [-0.8, -0.4, 0.2], [0.8, 0.4, -0.2]]}



5.
{"formula": "C2I2N2O2", "method": "the ωB97M-V functional and the def2-TZVPD basis", "homo_energy_ev": -9.10, "orbital_gap_ev": 8.29, "e_lumo_ev": -0.812, "multiplicity": 1, "symbols": ["C", "C", "N", "N", "O", "O", "I", "I"], "coordinates": [[-0.3317, -0.7767, -0.4101], [-0.4496, -1.0850, 0.8366], [-0.1014, -0.2848, -1.4925], [0.6621, 1.6432, -0.3399], [1.1379, 2.6922, -0.4689], [0.5061, 0.9007, -1.5971], [0.8187, -2.4558, 1.7379], [-2.2420, -0.6338, 1.7340]], "atomic_forces_ev_per_a": [[0.7, 0.5, 1.3], [-0.5, -1.2, 0.3], [-0.8, -1.0, -1.4], [-0.2, 0.2, 1.4], [-0.3, -1.1, -0.9], [1.3, 2.4, -1.0], [0.2, 0.1, 0.0], [-0.4, 0.2, 0.4]]}



6.
{"formula": "C2N2OS", "method": "the ωB97M-V functional and the def2-TZVPD basis", "homo_energy_ev": [-9.61, -10.99], "s_squared": 2.024, "orbital_gap_ev": [10.12, 8.43], "e_lumo_ev": [0.509, -2.561], "multiplicity": 3, "symbols": ["C", "C", "N", "N", "O", "S"], "coordinates": [[-0.1567, 1.0892, -0.1976], [1.6950, -1.0690, -0.5587], [1.0020, 1.2074, -0.2216], [-1.3455, 0.6940, -0.0069], [1.1009, -1.8888, -0.0206], [-2.2957, -0.0328, 1.0054]], "atomic_forces_ev_per_a": [[1.1, -0.4, 0.8], [-0.5, -2.4, 0.7], [0.0, 1.3, -0.4], [-2.3, -0.7, 0.6], [0.9, 1.6, -0.8], [0.8, 0.6, -0.8]]}



7.
{"formula": "C2N3O", "method": "the ωB97M-V functional and the def2-TZVPD basis", "homo_energy_ev": -3.39, "orbital_gap_ev": 7.77, "charge": -1, "e_lumo_ev": 4.380, "multiplicity": 1, "smiles": "N#CN([O-])C#N", "symbols": ["C", "C", "N", "N", "N", "O"], "coordinates": [[1.0674, -0.4886, 0.3111], [-1.1511, -0.1137, -0.5779], [1.9346, -0.8746, 0.9388], [-2.1495, -0.4372, -1.0696], [-0.1250, 0.3338, 0.0706], [0.4236, 1.5804, 0.3271]], "atomic_forces_ev_per_a": [[-5.2, 2.1, -0.7], [-0.6, 0.6, -0.5], [2.1, -1.4, 0.5], [-0.5, -0.3, -0.3], [5.6, -2.1, 1.5], [-1.5, 1.1, -0.6]]}



8.
{"formula": "C2N3O3", "method": "the ωB97M-V functional and the def2-TZVPD basis", "homo_energy_ev": -5.32, "orbital_gap_ev": 9.45, "charge": -1, "e_lumo_ev": 4.133, "multiplicity": 1, "symbols": ["C", "C", "N", "N", "N", "O", "O", "O"], "coordinates": [[-0.4014, -0.4921, -2.1824], [0.0423, -0.2347, -0.7420], [-0.7769, -0.8870, -3.1949], [0.4021, 1.6277, 1.5505], [0.2553, 0.6909, 2.1574], [1.1773, 0.2634, -0.5004], [-0.8118, -0.7298, 0.0657], [0.1131, -0.2384, 2.8463]], "atomic_forces_ev_per_a": [[0.3, 0.1, 0.4], [0.5, -0.9, 2.1], [0.0, 0.2, -0.3], [-0.3, -1.2, 1.1], [0.3, 2.8, -1.4], [-1.9, -0.8, -1.3], [1.2, 1.1, -1.4], [-0.1, -1.4, 0.8]]}